[1]
A molecular structure, C9H14N2PYb in a non-equilibrium geometry, computed with wB97M-V/def2-TZVPD.

The calculation puts the energy relative to the best compared isomer or geometry (same formula, charge and spin) at 3.046 eV. As for the LUMO energy (alpha / beta): -0.38 / -0.36 eV.

The geometry in ORCA input format:
```
! RIJCOSX wB97M-V def2-TZVPD def2/J DEFGRID3
* xyz 0 2
C -2.612 -1.867 -0.500
C -2.330 -3.197 -0.427
C -1.222 -3.860 0.167
C -0.229 -3.179 0.946
C -0.144 -1.853 1.210
Yb -0.536 -1.058 -0.841
P -2.825 0.891 -1.018
H -3.644 -1.539 -0.699
H -3.077 -3.897 -0.823
H -1.206 -4.963 0.178
H 0.446 -1.448 2.056
H 0.514 -3.861 1.391
H -2.923 1.893 0.000
H -4.243 0.793 -1.245
H -2.584 1.770 -2.116
C 3.826 2.243 0.642
N 2.432 2.039 0.242
C 1.574 3.039 -0.199
C 0.388 2.423 -0.502
N 0.551 1.045 -0.381
C 1.756 0.857 0.173
H 4.421 2.622 -0.203
H 3.899 2.968 1.463
H 4.256 1.296 0.981
H 1.875 4.077 -0.186
H -0.546 2.861 -0.812
H 2.185 -0.094 0.504
*
```

And the Mulliken charges, in e, turn out to be: atom 1 (C): -0.177, atom 2 (C): -0.486, atom 3 (C): -0.441, atom 4 (C): -0.116, atom 5 (C): -0.834, atom 6 (Yb): 0.543, atom 7 (P): -0.153, atom 8 (H): 0.159, atom 9 (H): 0.271, atom 10 (H): 0.246, atom 11 (H): 0.329, atom 12 (H): 0.259, atom 13 (H): 0.094, atom 14 (H): 0.100, atom 15 (H): 0.084, atom 16 (C): -0.853, atom 17 (N): 0.120, atom 18 (C): -0.474, atom 19 (C): -0.420, atom 20 (N): -0.088, atom 21 (C): -0.197, atom 22 (H): 0.333, atom 23 (H): 0.325, atom 24 (H): 0.293, atom 25 (H): 0.410, atom 26 (H): 0.340, atom 27 (H): 0.334

***

[2]
A single C2H6N4OS molecule in a non-equilibrium geometry, computed with wB97M-V/def2-TZVPD.

The SMILES is [H]/N=C/NSC(=O)NN. The calculation puts the energy relative to the best compared isomer or geometry (same formula, charge and spin) at 2.802 eV. As for the LUMO energy: 0.49 eV.

The geometry in ORCA input format:
```
! RIJCOSX wB97M-V def2-TZVPD def2/J DEFGRID3
* xyz 0 1
C 0.906 0.693 -0.204
C -2.286 -0.057 0.367
H 2.469 -1.246 -0.676
H 2.796 -0.947 0.988
H 2.945 1.337 -0.016
H -1.759 -0.572 -1.377
H -1.829 0.117 1.310
H -4.060 0.575 0.717
N 2.983 -0.568 0.019
N 2.195 0.643 0.191
N -1.432 -0.775 -0.471
N -3.444 0.239 -0.080
O 0.252 1.657 -0.533
S 0.263 -1.097 -0.236
*
```

And the Mulliken charges, in e, turn out to be: atom 1 (C): 0.505, atom 2 (C): 0.128, atom 3 (H): 0.309, atom 4 (H): 0.314, atom 5 (H): 0.303, atom 6 (H): 0.274, atom 7 (H): 0.343, atom 8 (H): 0.252, atom 9 (N): -0.680, atom 10 (N): -0.084, atom 11 (N): -0.360, atom 12 (N): -0.663, atom 13 (O): -0.527, atom 14 (S): -0.116

***

[3]
2 unconnected molecules or ions with the total composition C5H15NSi in a non-equilibrium geometry, computed with wB97M-V/def2-TZVPD.

The calculation puts the energy relative to the best compared isomer or geometry (same formula, charge and spin) at 4.024 eV. As for the LUMO energy: -0.47 eV.

The geometry in ORCA input format:
```
! RIJCOSX wB97M-V def2-TZVPD def2/J DEFGRID3
* xyz 0 1
C -1.337 -1.793 -1.615
C -0.223 1.409 2.439
C -0.685 1.836 0.176
C 2.136 -0.375 0.014
C 0.167 -1.743 -1.851
N -0.218 0.836 1.130
Si 1.119 -2.143 -0.109
H -1.688 -2.785 -1.424
H -1.756 -1.122 -0.805
H -1.933 -1.387 -2.540
H 0.438 0.808 3.094
H 0.320 2.389 2.430
H -1.350 1.580 2.751
H -0.018 2.717 0.508
H -0.486 1.400 -0.834
H -1.887 2.002 0.240
H 1.611 0.535 -0.310
H 2.390 -0.116 1.056
H 3.090 -0.498 -0.589
H 0.571 -0.802 -2.344
H 0.352 -2.641 -2.540
H -0.611 -0.109 1.122
*
```

And the Mulliken charges, in e, turn out to be: atom 1 (C): -1.098, atom 2 (C): -1.024, atom 3 (C): -0.945, atom 4 (C): -0.934, atom 5 (C): -0.493, atom 6 (N): 0.027, atom 7 (Si): 0.098, atom 8 (H): 0.396, atom 9 (H): 0.248, atom 10 (H): 0.253, atom 11 (H): 0.335, atom 12 (H): 0.298, atom 13 (H): 0.293, atom 14 (H): 0.386, atom 15 (H): 0.251, atom 16 (H): 0.258, atom 17 (H): 0.206, atom 18 (H): 0.286, atom 19 (H): 0.343, atom 20 (H): 0.324, atom 21 (H): 0.375, atom 22 (H): 0.117